142
Properties=species:S:1:pos:R:3:forces:R:3:lowdin_charge:R:1 method="wB97M-V/def2-TZVPD" orbital_gap_ev=9.388 multiplicity=1 total_energy_ha=-2464.713414 smiles=COC[C@H](C)N.COC[C@H](C)N.COC[C@H](C)N.COC[C@H](C)N.COC[C@H](C)N.COC[C@H](C)N.COC[C@H](C)N.COC[C@H](C)N.O.O e_above_lowest_kcal_mol=16.9
C -15.95374 -3.95329 22.71979 0.3679 -0.6547 0.4679 -0.09
O -14.79166 -4.76570 22.63611 -0.1489 0.0723 -0.2061 -0.21
C -14.97080 -6.01798 23.26112 -0.0393 -0.1915 -0.2324 -0.23
C -13.80849 -6.91252 22.92002 1.4376 -0.5290 0.4428 -0.44
C -13.82271 -8.17382 23.78018 -0.9583 -0.1164 -0.2124 -0.07
N -12.53710 -6.18328 23.17872 -0.7744 -0.0618 -0.1637 0.04
H -16.13298 -3.73264 23.78096 -0.1238 0.3848 -0.1014 0.08
H -16.82575 -4.51294 22.36125 -0.0215 0.1925 -0.2375 0.09
H -15.75601 -3.06768 22.12310 -0.1865 0.0608 0.0320 0.07
H -15.03620 -5.90611 24.35115 -0.0353 0.0640 0.0326 0.13
H -15.89150 -6.49727 22.90219 -0.0867 0.0830 0.0640 0.13
H -13.81623 -7.25999 21.88005 -0.4677 0.3261 -0.1344 0.14
H -13.78170 -7.93249 24.84156 0.2684 -0.0150 0.0050 0.08
H -13.05596 -8.89241 23.49470 0.2837 0.2232 0.1192 0.07
H -14.76762 -8.70546 23.60899 0.0172 0.0622 0.0739 0.08
H -12.55920 -5.36908 22.57078 0.2793 0.0033 0.0940 0.06
H -11.77924 -6.78405 22.87596 0.1246 0.1448 0.0140 0.07
C -11.91467 0.67537 24.37203 0.8302 -0.0636 1.0274 -0.09
O -12.90172 -0.08674 25.02251 -0.6310 0.3969 -0.5189 -0.21
C -12.81194 -1.47839 24.93930 -0.4784 -0.8097 -0.3328 -0.21
C -14.03628 -2.07661 25.64818 -0.0423 0.4797 1.1146 -0.44
C -14.13365 -1.52276 27.07884 0.0107 0.6362 -0.5702 -0.06
N -14.04752 -3.53384 25.75700 0.4779 0.0735 -0.7244 0.06
H -11.60153 0.39784 23.36046 -0.4770 -0.4446 -0.0433 0.08
H -11.03394 0.59900 25.02373 0.3184 0.3146 -0.3546 0.10
H -12.24332 1.71202 24.35844 -0.1137 -0.0167 0.0028 0.06
H -12.85679 -1.79868 23.88631 0.2630 -0.0239 -0.0024 0.12
H -11.90595 -1.90278 25.39926 0.1489 0.2877 -0.0225 0.13
H -14.91707 -1.69955 25.12607 -0.0629 -0.3921 -0.1929 0.10
H -13.25242 -1.78369 27.66851 -0.0530 -0.1515 0.0512 0.08
H -15.04318 -1.85990 27.57071 0.0645 -0.2148 0.0340 0.08
H -14.17098 -0.43263 27.01156 0.0284 -0.0392 0.1975 0.07
H -14.04628 -3.97252 24.83595 -0.0019 0.1201 -0.0010 0.04
H -13.13961 -3.78623 26.14535 -0.1941 -0.2489 0.1673 0.08
C -19.87904 -2.23405 21.85696 -0.2518 0.7784 -0.2787 -0.08
O -20.67093 -1.27953 22.55167 0.2354 -0.6886 -0.2088 -0.25
C -21.93193 -1.03383 21.93636 -0.1808 0.2012 0.3120 -0.18
C -22.98332 -2.07826 22.30602 -0.5617 -0.2939 0.0885 -0.44
C -24.38523 -1.69771 21.82189 -0.0447 0.4960 0.8046 -0.07
N -23.04141 -2.28970 23.77558 0.5867 0.4649 -0.7261 0.06
H -18.95595 -2.36024 22.41989 -0.0140 -0.1867 0.0430 0.07
H -19.63757 -1.81296 20.87345 0.1445 -0.2042 -0.0800 0.09
H -20.39390 -3.18366 21.70362 0.0220 -0.0794 0.1683 0.07
H -22.24143 -0.07691 22.36849 -0.1033 0.0328 -0.1814 0.12
H -21.80938 -0.93107 20.85120 -0.0140 -0.0096 -0.0108 0.13
H -22.79413 -3.05554 21.84624 0.4732 0.0634 0.0635 0.12
H -24.46013 -1.29176 20.81398 0.2094 -0.3039 -0.1627 0.07
H -24.78168 -0.92046 22.48559 0.0570 0.0286 -0.0523 0.08
H -25.03124 -2.56115 21.96840 -0.0838 0.0059 -0.2807 0.08
H -23.12930 -1.34931 24.17160 -0.2348 -0.1556 0.1215 0.07
H -22.08345 -2.53662 24.02402 -0.1842 -0.2522 0.2810 0.05
C -16.13388 -0.07131 22.71483 0.4395 -0.7337 -0.7727 -0.13
O -16.72265 0.59176 23.79300 -0.1651 0.0569 -0.3831 -0.18
C -17.31425 -0.34293 24.68580 0.0570 0.5446 0.9002 -0.18
C -18.56714 0.24685 25.31506 -1.1329 -0.1920 -0.3797 -0.39
C -19.32555 -0.74788 26.18500 0.9147 -0.5968 0.3090 -0.04
N -19.48531 0.74588 24.26623 1.0503 0.3141 0.4378 0.07
H -15.53183 0.56886 22.06766 -0.0830 0.4950 0.4224 0.08
H -16.86217 -0.53706 22.03240 -0.2516 0.0553 0.2145 0.09
H -15.47234 -0.88536 23.04124 0.0452 0.0978 0.1445 0.07
H -17.58314 -1.26744 24.16530 0.1420 -0.1185 0.0091 0.12
H -16.58253 -0.50422 25.48628 -0.0559 -0.5363 -0.0806 0.12
H -18.29296 1.05870 25.99512 0.0832 0.2422 -0.3495 0.13
H -18.60441 -1.20160 26.87956 -0.2224 0.0632 0.1349 0.08
H -19.76139 -1.58832 25.63889 -0.0690 0.2176 -0.2845 0.06
H -20.10229 -0.25465 26.76229 -0.0633 0.0580 -0.0641 0.08
H -19.62413 0.00730 23.57490 -0.2006 0.0902 0.1343 0.06
H -18.94581 1.47863 23.80759 -0.3534 0.0474 -0.2099 0.05
C -15.03023 2.82384 25.17305 0.1947 -0.6979 -0.4576 -0.12
O -14.54781 3.80539 26.04646 -0.2859 0.4820 0.1471 -0.17
C -13.15796 4.02578 25.99711 -0.1084 -1.0518 -0.0099 -0.24
C -12.74787 5.10969 26.98066 -0.4415 0.4307 -1.1579 -0.44
C -13.39960 6.45170 26.64362 -0.4996 -0.3908 -0.3058 -0.06
N -11.30035 5.28767 26.93315 0.4179 -0.2723 0.1733 0.03
H -14.69894 2.98570 24.13519 -0.0070 0.2104 0.0241 0.09
H -16.11819 2.81823 25.17694 0.1179 0.1025 0.1610 0.06
H -14.70193 1.80479 25.41715 0.1316 0.1047 0.2694 0.08
H -12.64148 3.08889 26.27520 -0.0107 0.0507 0.1019 0.12
H -12.82577 4.21726 24.96289 -0.1025 0.4375 0.0459 0.13
H -13.14540 4.80386 27.94982 0.5923 -0.0438 0.2647 0.14
H -14.47715 6.40693 26.81286 0.0941 0.0569 0.3810 0.07
H -13.34777 6.67404 25.57210 0.4892 0.0499 0.0361 0.08
H -12.93199 7.23929 27.22860 -0.1245 0.1273 -0.0173 0.08
H -11.03877 5.74669 26.06537 -0.2207 0.2386 0.0789 0.07
H -10.81077 4.39790 26.87349 -0.1498 -0.0508 0.3371 0.07
C -19.84157 -4.74778 25.20290 -0.0452 -0.2314 -0.1748 -0.10
O -21.02650 -5.29413 24.66249 -0.0489 0.2860 -0.0625 -0.18
C -20.77369 -5.90895 23.41991 -0.1635 0.2292 0.0106 -0.23
C -22.00743 -6.60989 22.88925 -0.4229 -0.7962 -0.9650 -0.44
C -22.47099 -7.66935 23.86492 -0.2248 0.4227 1.1974 -0.06
N -21.77428 -7.22420 21.55712 0.8020 0.0378 0.3500 0.03
H -19.35987 -4.05852 24.49788 -0.0094 0.0383 -0.0335 0.07
H -19.14224 -5.56274 25.42226 0.1454 0.1267 0.1279 0.09
H -20.08462 -4.20227 26.11013 -0.0843 -0.0713 0.0640 0.09
H -20.49567 -5.15088 22.67335 0.3316 -0.0042 0.0832 0.10
H -19.95340 -6.62865 23.55030 0.0560 -0.0772 -0.2483 0.13
H -22.79466 -5.88805 22.65141 -0.0116 0.1535 0.7049 0.14
H -21.66290 -8.33584 24.18347 0.1131 -0.0614 -0.4109 0.08
H -23.33498 -8.26712 23.58359 0.0624 0.1126 -0.4299 0.08
H -22.73774 -7.15238 24.79350 -0.1129 -0.0643 -0.0810 0.08
H -21.16885 -8.03673 21.67296 -0.1241 0.0114 -0.0273 0.07
H -21.21921 -6.57440 20.99953 -0.2203 -0.0789 -0.1008 0.06
C -14.87804 1.65368 17.98356 0.2627 -0.0171 0.0720 -0.10
O -14.87049 0.43036 18.70089 0.3032 -0.0324 -0.3660 -0.20
C -13.57882 0.06732 19.16536 -0.4716 0.4000 0.9335 -0.22
C -13.73004 -1.19207 20.01411 0.9899 0.1940 -0.0673 -0.44
C -12.35150 -1.60984 20.53058 -0.1597 -0.3026 0.0124 -0.06
N -14.35450 -2.28992 19.27261 0.0982 0.4117 -0.2191 0.06
H -15.23140 2.48263 18.60384 -0.2323 -0.1097 0.0456 0.08
H -15.50727 1.52448 17.10577 -0.0768 0.1692 -0.0019 0.09
H -13.86934 1.93812 17.66975 -0.0148 -0.1578 -0.1843 0.08
H -12.84109 -0.07938 18.36703 -0.2480 -0.0959 -0.2758 0.13
H -13.21528 0.89670 19.79019 0.2171 -0.1164 0.0662 0.13
H -14.30160 -0.93173 20.90638 -0.4381 -0.1247 -0.1844 0.10
H -11.61698 -1.70680 19.72648 -0.0561 0.0469 -0.0602 0.08
H -12.43365 -2.58486 21.01491 0.0039 0.0285 0.0485 0.07
H -11.96640 -0.90066 21.26369 -0.0014 0.0509 -0.0499 0.06
H -13.65257 -2.62749 18.61462 -0.0660 -0.1994 0.1263 0.08
H -15.06049 -1.86674 18.67107 -0.1485 -0.1773 0.1813 0.07
C -17.86685 2.88806 21.68317 -0.3530 -0.0635 -0.4159 -0.10
O -18.34697 3.35904 22.92638 -0.1519 0.6481 -0.4624 -0.26
C -17.62404 4.53483 23.33158 1.1669 -0.7399 0.5982 -0.17
C -18.30512 5.22703 24.50694 -0.2397 -0.0906 0.3211 -0.41
C -18.40070 4.24378 25.68318 -0.5746 -0.8254 -0.7487 -0.04
N -19.60022 5.82555 24.20463 0.0222 -0.0667 0.0090 0.05
H -18.13604 3.56113 20.85738 0.2466 0.2929 0.1927 0.10
H -18.37650 1.95993 21.42181 0.1769 -0.2135 0.4080 0.10
H -16.78462 2.75241 21.72151 0.0162 -0.1236 -0.0856 0.09
H -16.65139 4.13998 23.66683 -0.0722 0.3359 0.0751 0.10
H -17.35462 5.17632 22.48596 -0.6895 0.1653 -0.1416 0.13
H -17.67756 6.04692 24.86684 0.2591 -0.0120 -0.3796 0.14
H -17.44229 4.16254 26.19132 -0.2094 0.2825 0.4228 0.07
H -18.62454 3.23144 25.32227 0.0999 0.1240 -0.1755 0.05
H -19.27335 4.44722 26.30207 0.4341 0.4921 0.4192 0.09
H -20.30786 5.12515 24.01041 0.0211 0.0300 -0.0467 0.05
H -19.51949 6.42588 23.39243 -0.1261 0.0099 0.0011 0.07
O -21.08697 3.53388 22.54639 0.5121 -0.1095 0.0966 -0.07
H -20.14003 3.38048 22.78107 -0.5062 0.1757 -0.2303 0.02
H -21.06114 4.06565 21.74587 -0.0742 -0.0039 0.0105 0.05
O -22.17083 1.65331 24.45750 0.1185 -0.1549 0.0479 -0.11
H -21.97314 2.41356 23.89072 -0.1724 -0.1659 0.0251 -0.02
H -21.29160 1.22427 24.55787 -0.2100 0.2733 -0.0658 -0.02